Record 1
DFT (ωB97M-V with the def2-TZVPD basis set) results for 2 unconnected molecules or ions with the total composition C3H9N2O3 at a distorted geometry.

Kohn-Sham gap (spin up / spin down): 10.191 / 7.106 eV
Energy: -12377.683 eV
M: 121.116 g/mol
2S+1: 2
Energy above the lowest of the compared OMol25 structures with the same formula, charge and spin: 41.7 kJ/mol
F_max: 1.2 eV/Å
E_LUMO (spin up / spin down): 0.5 / -2.5 eV

CARTESIAN COORDINATES (ANGSTROEM)
O: -2.615 -0.777 -1.910
C: -1.989 -0.539 -0.900
N: -2.118 -1.207 0.279
C: -0.905 0.571 -0.901
N: 0.282 0.193 -0.169
C: 0.999 1.252 0.529
O: 2.254 1.447 0.212
H: -1.389 -0.997 0.941
H: -2.904 -1.804 0.449
H: -0.781 0.772 -1.968
H: -1.351 1.450 -0.422
H: 0.947 -0.330 -0.723
H: 0.448 2.214 0.428
H: 0.875 1.066 1.622
H: 2.151 -1.445 1.225
H: 3.105 -0.458 0.567
O: 2.992 -1.408 0.744

Mulliken population analysis, charges in e, atoms 1 to 4: O -0.602; C 0.390; N -0.323; C -0.423

***

Record 2
DFT (ωB97M-V with the def2-TZVPD basis set) results for a single C4H3NO3 molecule at a distorted geometry.

Kohn-Sham gap: 9.362 eV
Structure (SMILES): O=C(O)c1cnco1
Energy: -11824.482 eV
M: 113.072 g/mol
Energy above the lowest of the compared OMol25 structures with the same formula, charge and spin: 487.4 kJ/mol
F_max: 7.0 eV/Å
E_LUMO: -0.6 eV

CARTESIAN COORDINATES (ANGSTROEM)
O: 1.496 1.032 1.890
C: 0.736 0.129 1.341
O: 0.248 -1.054 2.179
C: 0.311 -0.073 -0.067
C: -1.110 -0.208 -0.288
N: -1.387 0.022 -1.647
C: -0.118 0.408 -2.062
O: 1.049 0.365 -1.231
H: 0.868 -0.697 3.002
H: -2.265 -0.229 0.227
H: 0.171 0.306 -3.344

Mulliken population analysis, charges in e, atoms 1 to 4: O -0.564; C 0.549; O -0.482; C 0.273

***

> Which formula does entry 1 have?

C3H9N2O3